DFT (the ωB97M-V functional and the def2-TZVPD basis) results for a structure of composition C53H61AsN5O2SSeTi.

Positions of all 125 atoms, in Å:
Ti: 0.741 0.869 -0.442
C: 1.552 -2.810 5.956
C: 1.580 -3.704 4.714
C: 0.402 -4.686 4.799
C: 2.907 -4.475 4.703
C: 1.463 -2.907 3.425
C: 1.321 -1.527 3.408
C: 1.166 -0.876 2.199
Se: 0.847 1.041 2.121
C: -1.094 0.881 2.096
C: -1.775 0.763 3.286
C: -3.161 0.641 3.284
C: -3.798 0.700 2.053
C: -3.144 0.863 0.830
C: -1.741 0.922 0.844
O: -0.956 1.022 -0.227
C: -4.012 0.947 -0.426
C: -3.229 1.226 -1.714
C: -4.745 -0.395 -0.593
C: -5.030 2.087 -0.255
C: -3.895 0.451 4.602
C: -3.620 1.661 5.506
C: -5.411 0.323 4.433
C: -3.371 -0.824 5.277
C: 1.143 -1.546 0.967
O: 0.929 -0.805 -0.118
C: 1.320 -2.945 0.970
C: 1.475 -3.571 2.199
C: 1.259 -3.735 -0.334
C: -0.194 -3.695 -0.827
C: 1.668 -5.201 -0.160
C: 2.204 -3.112 -1.376
H: 1.645 -3.429 6.847
H: 2.381 -2.107 5.950
H: 0.613 -2.264 6.027
H: 0.458 -5.247 5.729
H: -0.543 -4.147 4.780
H: 0.409 -5.393 3.975
H: 3.035 -5.016 5.638
H: 2.942 -5.193 3.889
H: 3.736 -3.781 4.590
H: 1.317 -0.939 4.313
H: -1.205 0.758 4.204
H: -4.872 0.629 2.029
H: -2.555 0.403 -1.952
H: -3.932 1.336 -2.539
H: -2.650 2.148 -1.640
H: -4.029 -1.214 -0.649
H: -5.413 -0.588 0.241
H: -5.337 -0.386 -1.505
H: -4.513 3.036 -0.124
H: -5.658 2.155 -1.140
H: -5.677 1.932 0.602
H: -3.968 2.574 5.029
H: -4.147 1.545 6.451
H: -2.560 1.763 5.718
H: -5.836 1.221 3.989
H: -5.677 -0.541 3.828
H: -5.864 0.194 5.414
H: -2.308 -0.751 5.485
H: -3.891 -0.981 6.218
H: -3.539 -1.692 4.642
H: 1.605 -4.639 2.206
H: -0.829 -4.294 -0.177
H: -0.571 -2.675 -0.809
H: -0.267 -4.084 -1.841
H: 0.969 -5.735 0.479
H: 1.667 -5.688 -1.132
H: 2.669 -5.282 0.255
H: 1.915 -2.087 -1.634
H: 3.220 -3.110 -0.981
H: 2.199 -3.703 -2.290
N: 4.526 2.507 -0.256
C: 5.060 1.257 -0.331
C: 4.021 0.387 -0.527
N: 2.849 1.084 -0.543
C: 3.190 2.367 -0.359
C: 2.162 3.360 -0.322
N: 0.888 2.977 -0.470
C: 0.146 4.118 -0.389
C: 0.981 5.184 -0.190
N: 2.254 4.697 -0.180
H: 4.937 3.374 0.150
H: 6.111 1.081 -0.238
H: 4.026 -0.680 -0.650
H: -0.924 4.083 -0.481
H: 0.767 6.224 -0.060
H: 3.116 5.134 0.198
S: 3.023 3.160 2.964
C: 3.953 4.103 2.068
N: 4.539 4.702 1.241
C: 5.089 0.927 -4.996
C: 4.229 -0.152 -5.111
C: 2.981 -0.118 -4.512
C: 2.559 1.014 -3.820
C: 3.451 2.073 -3.671
C: 4.704 2.033 -4.258
As: 0.785 1.067 -2.975
C: 0.000 2.652 -3.836
C: -1.167 2.546 -4.589
C: -1.730 3.669 -5.173
C: -1.155 4.915 -4.990
C: -0.014 5.035 -4.216
C: 0.555 3.914 -3.638
C: -0.161 -0.342 -3.946
C: -0.143 -0.487 -5.334
C: -0.857 -1.513 -5.927
C: -1.614 -2.379 -5.151
C: -1.664 -2.220 -3.778
C: -0.927 -1.212 -3.179
H: 6.059 0.902 -5.468
H: 4.527 -1.023 -5.676
H: 2.316 -0.973 -4.593
H: 3.173 2.950 -3.096
H: 5.378 2.869 -4.147
H: -1.630 1.575 -4.726
H: -2.619 3.566 -5.776
H: -1.600 5.789 -5.438
H: 0.435 6.004 -4.063
H: 1.445 4.035 -3.033
H: 0.429 0.214 -5.935
H: -0.833 -1.634 -6.997
H: -2.164 -3.179 -5.620
H: -2.275 -2.877 -3.177
H: -0.929 -1.078 -2.096

Its relative energy (zero: lowest compared OMol25 entry of this formula, charge and spin) is 62.81 kJ/mol. The calculation puts the largest force on an atom at 2.881 eV/Å. The total charge is +1. As for the HOMO-LUMO gap: 6.8 eV. The HOMO energy comes out at -10.20 eV.

Mulliken population analysis, charges in e, atoms 1 to 6:
1 Ti -0.563
2 C -2.000
3 C 1.841
4 C -1.513
5 C -1.663
6 C -0.319